179
Properties=species:S:1:pos:R:3:forces:R:3 method="wB97M-V/def2-TZVPD" largest_force_ev_per_a=8.48 total_charge=-1 e_homo_ev=-6.92 relative_energy_ev=6.742 spin_multiplicity=1 total_energy_ev=-258616.8163 lumo_ev=0.4
H 0.03349 -5.28599 4.05428 0.657 -0.001 0.016
H 3.98988 4.41648 -0.58798 0.026 -0.508 0.091
H 4.05426 -2.85816 4.33113 0.660 0.046 0.306
C 3.87620 -4.92542 -0.16621 -0.499 -0.723 0.684
C 2.42228 9.07011 -1.07721 0.979 1.163 1.769
O 0.17742 -1.16421 -2.38450 -0.181 -0.249 -0.040
S -4.97628 -3.48419 -5.30533 4.256 -7.124 1.741
H 0.90338 7.72006 0.89595 0.205 0.066 0.348
F -4.04458 -3.22673 -2.75115 -0.508 -0.016 -0.042
H -4.23538 1.02528 -5.29493 -0.071 0.839 -0.115
H -1.52527 1.86467 3.72772 0.077 -0.234 -0.302
H 0.78076 5.56511 3.09012 0.031 0.269 0.162
H -1.14536 -3.78577 5.51768 -0.029 -0.238 0.163
C 1.68932 0.37826 -0.92126 -2.872 -0.626 -1.055
H -0.45508 5.84858 -1.14828 -0.200 0.129 -0.073
H 1.18414 -3.89517 0.14641 0.028 0.060 0.000
C 5.43832 3.56947 0.89835 1.692 0.761 -0.561
H 0.18574 4.83246 -3.10898 -0.273 0.027 -0.774
C 2.75931 -1.84971 2.10873 0.752 -1.147 0.171
H -2.11478 -6.26894 4.80688 0.554 -0.023 -0.093
C -1.92083 4.16994 -3.03818 0.913 0.848 -0.032
S -6.78411 0.05470 4.72727 1.322 3.177 0.913
C -7.97217 -1.81873 -5.84554 1.137 -2.124 -1.360
H 3.56671 -4.35645 -1.04290 0.022 0.289 0.115
H 4.44544 -6.47981 -1.45704 0.609 -0.420 -0.026
C -0.68755 -0.94691 -8.58074 2.863 -0.125 0.504
C 6.36060 -0.40163 1.59697 0.093 0.377 0.188
H 5.66022 3.65697 1.96193 -0.936 -0.024 0.308
H 1.56629 7.10797 -1.32209 0.286 -0.098 -0.384
H 0.51899 -2.63626 4.24387 0.175 0.052 -0.022
C -0.23144 4.78281 -1.10113 0.529 -0.482 -1.344
F -5.34595 1.87465 3.34018 -0.854 -1.496 -0.648
S -6.19952 -1.67096 -6.59515 -0.191 -0.990 -2.038
H 3.78750 -5.08232 2.89056 -0.157 0.087 -0.237
F -5.49588 -2.95217 3.62338 -0.094 -0.242 1.040
H 4.34249 0.33533 1.37080 -0.073 -0.133 -0.325
H 2.16790 -6.21327 -0.26540 0.013 -0.336 0.249
S -7.45031 -2.33184 5.38147 -2.640 2.521 2.215
F -6.15898 -3.82210 -2.88100 -0.414 0.410 0.578
C -2.24554 2.62203 3.41839 -0.532 -1.319 0.610
C -1.57642 3.94106 3.23486 0.594 0.166 -0.348
H -0.90370 -4.92267 2.67328 -0.176 0.572 -0.136
O -5.46994 -0.41279 5.13998 -0.279 0.630 -0.525
C 2.36069 7.52247 -0.70142 -1.056 1.989 -0.194
H 4.15483 -2.02266 0.49086 0.433 -0.187 0.013
H 5.70878 -5.27604 -0.97816 0.429 -0.671 -0.386
C 4.33196 4.60059 0.43044 2.018 -0.413 -0.075
H 7.36584 4.72739 0.46429 -0.233 0.010 0.240
C -0.29322 3.83116 2.36145 -0.295 0.964 -0.150
N -5.27431 -1.99765 -5.14395 -3.671 2.850 -3.475
H -2.34412 4.58885 2.81166 0.399 0.551 -0.137
P 1.93772 -3.52270 2.46032 0.585 0.660 -1.379
H 5.10319 2.55811 0.66828 -0.046 -0.007 0.153
H 0.41959 3.18588 2.87490 0.076 -0.018 0.084
H 4.41610 -4.28830 0.53427 -0.404 0.368 0.107
O 0.26623 -1.54410 -5.33625 1.897 1.380 0.078
H 4.63913 -0.29412 2.93431 0.334 0.117 0.299
C 2.99651 -0.79423 -4.89254 -2.592 -1.283 -1.847
H 2.13805 -1.21615 1.47569 -0.255 -0.262 0.224
O -8.55895 -3.23365 5.21669 1.063 -0.553 -0.675
S -1.60258 -1.96441 0.16802 -0.668 -1.326 -0.653
N -4.02982 0.42531 -4.50886 -0.886 1.790 1.860
H -4.49852 -0.42154 -4.79743 0.423 -1.854 -0.295
H 2.66360 7.57058 1.44481 -0.403 0.232 0.373
H 1.43445 3.57038 -0.43149 0.088 -0.373 -0.274
C 4.92290 -5.94831 -0.63385 -0.838 1.088 -0.199
O -6.03836 -0.30211 -6.95978 0.241 1.617 1.217
H 6.99115 -1.07980 2.17195 -0.362 -0.569 -0.094
C 1.87974 7.25619 0.75574 1.122 -1.684 -1.165
C 3.27987 10.02706 -0.02931 -1.007 -2.675 -1.185
C 4.22334 -1.86327 1.56697 -0.778 1.021 -0.113
N -7.70933 -1.07260 4.22915 0.339 -3.040 1.401
C 3.07272 -4.53938 3.50894 0.021 0.121 -0.161
H 4.77179 5.59562 0.36292 0.091 0.144 0.247
O 1.51717 -2.21169 -7.60617 -0.819 1.346 0.290
O -2.44690 -1.96378 -1.04392 1.952 0.865 2.308
H -2.56266 3.40693 -2.59777 0.187 0.020 0.088
F -1.28353 0.24639 -8.64700 -0.028 -0.515 -0.283
H -1.25026 4.32504 4.20143 -0.172 0.273 0.103
F -1.31329 -1.74349 -7.74972 -0.587 0.112 -0.125
H -2.36674 5.15633 -2.91059 -0.223 0.040 0.335
O -1.50904 -3.26339 0.79218 0.072 0.548 0.594
C 4.87064 -4.56682 5.46210 1.320 0.330 -0.526
H -2.81706 2.28430 2.55386 0.444 0.031 -0.202
H -2.99466 2.57929 4.20902 0.019 0.550 0.175
H 3.30711 7.05268 -0.96918 -0.010 -0.080 0.251
H -2.09685 -3.23661 4.16942 -0.415 -0.021 0.238
C -1.60051 -4.11434 4.58335 -1.018 -0.504 -0.912
H 4.82169 -2.63185 2.05621 0.036 -0.140 -0.145
C 1.28422 4.62023 -0.68313 -1.610 -0.521 2.105
F 3.61425 -1.43183 -5.88979 0.058 0.387 -0.531
C 2.62281 -5.57600 0.49292 0.513 1.505 -0.422
F -7.45631 1.91011 2.86974 1.006 -1.446 -0.382
C -0.50563 -4.46620 3.57952 0.556 0.091 0.667
O -5.87943 -4.46494 -5.92768 0.589 2.169 1.191
H 2.84537 3.57275 1.61894 0.511 -0.327 0.548
F -8.82422 -2.12347 -6.90957 0.948 1.378 2.321
H 3.22440 11.06545 -0.35607 0.418 -0.228 0.088
H 2.27896 -5.22521 3.80507 0.407 -0.684 0.546
F -0.58237 -1.53706 -9.78814 -0.579 0.684 0.525
H -3.07989 -5.26321 5.76444 -0.288 0.377 -0.150
H 0.62677 -5.17999 1.21963 -0.091 0.279 0.121
C 6.92190 3.74035 0.33478 -1.311 -0.426 -1.218
O 0.68470 0.66773 -4.44206 0.712 0.862 0.698
H -5.75093 -0.09721 -1.43471 -0.056 0.144 -0.460
C -2.61003 -5.29828 4.78155 0.667 0.097 0.495
H 2.94085 -3.65427 5.36245 0.077 0.227 0.507
H -5.56277 -1.18331 -2.92603 -0.686 0.023 0.302
H 4.55860 -5.59940 5.61868 0.241 -0.059 0.096
C -5.79455 -3.22022 4.91292 0.140 0.357 -0.443
H -0.04138 3.18789 -2.70479 0.117 -0.185 0.713
H -1.89817 4.06271 -4.12266 0.012 -0.411 -0.002
C 3.79128 -3.84644 4.70828 -2.659 0.789 -0.447
P 1.67851 5.36590 0.97043 0.124 1.994 -2.789
H 7.08981 -4.27438 5.32506 -0.178 -0.459 0.698
H 2.09300 4.88591 -1.36386 -0.589 0.224 -0.350
H 5.30385 -6.59786 0.15422 -0.148 -0.075 -0.080
S 1.10719 -0.33793 -5.37589 -1.579 -1.657 2.043
H 2.89105 9.25111 -2.04448 0.249 -0.535 -0.026
C -6.42642 1.03319 3.11924 -0.430 0.610 0.333
F -6.20141 0.19539 2.04899 -0.228 1.781 1.387
H -4.24954 -0.89792 -1.95177 0.402 0.430 0.083
H 6.77150 0.55764 1.91173 -0.176 0.355 -0.313
F -3.74172 -0.59999 1.12898 1.796 0.722 -0.212
H 4.24744 9.52528 -0.04040 0.554 0.852 -0.220
H -0.39047 5.99662 1.86289 -0.018 -0.052 -0.181
C -2.44094 -0.76327 1.48287 -0.863 -0.878 -0.438
C -5.15261 -0.39396 -2.29613 0.725 -0.069 -1.711
F 1.73707 1.37619 -1.76896 0.033 1.014 -0.935
N 0.02662 -1.41315 0.08544 -3.015 -2.344 2.354
C -0.45555 4.17866 -2.51788 0.045 0.601 -0.374
H -3.37202 -5.43704 4.01459 0.021 0.619 -0.047
F -2.53354 -1.38668 2.67769 1.034 0.637 -0.595
H 6.54192 -0.54045 0.53116 0.173 -0.012 0.037
C -2.55912 0.33153 -4.28760 1.236 -1.252 -1.576
F -1.72221 0.37949 1.57205 -1.304 -1.300 0.226
C 0.36871 -3.18324 3.31311 -0.318 -1.356 -0.228
H 2.98715 9.91094 1.01420 -0.591 0.254 -0.098
H 2.88861 -1.40094 3.09361 -0.693 0.066 0.265
O -5.15526 1.89198 -2.92821 0.418 0.510 -1.483
O 2.08792 -0.34010 -9.01315 -1.925 0.194 1.018
F -7.97436 -2.91756 -5.02356 -0.695 2.223 -0.688
C 4.86602 -0.47186 1.88311 -0.277 -0.968 0.207
O -7.35770 -1.77658 6.77196 0.793 -1.569 -3.157
C -4.85046 0.79186 -3.25065 0.024 -0.868 2.744
F 1.88135 0.86887 0.26604 -0.016 1.243 2.839
H 3.01234 -6.14031 1.34023 -0.502 -0.415 -0.071
H -2.25797 -0.23091 -5.17138 0.350 -0.425 0.140
N 1.22853 0.35171 -6.75544 0.073 -1.703 -2.290
C 0.36095 5.25476 2.13327 -0.759 -1.724 1.091
H 6.91744 3.52138 -0.73299 -0.103 0.361 -0.291
H -0.49525 3.35428 1.40236 -0.175 -0.002 -0.027
F -8.20165 -0.66302 -5.19628 -0.714 -1.548 -0.654
H 5.11072 -4.11988 6.42683 -0.882 0.100 0.168
H 3.44996 5.15400 2.33832 0.575 -0.687 0.458
H -1.01416 4.31555 -0.50353 0.667 -0.056 0.909
C 1.49257 -4.58251 0.93416 1.358 -0.052 0.951
O -7.41365 1.06141 5.57391 0.604 -0.798 -1.093
H 6.28927 -3.54082 4.11107 -0.555 -0.270 -0.674
O -6.07681 -2.51880 -7.80168 -0.275 0.822 3.220
H 1.46292 9.56866 -1.21565 -0.458 -0.592 0.351
F 3.70846 0.21985 -4.53994 0.887 1.992 0.441
C -4.94802 -3.98471 -3.38727 0.426 -0.007 -1.901
F 2.95777 -1.64592 -3.91203 -0.232 -1.065 1.887
S 1.21162 -0.82433 -7.93208 1.769 -0.242 -2.556
O -1.05483 0.55648 -1.04040 2.138 -1.621 -0.235
H 6.42586 -5.37777 4.17763 0.061 0.364 -0.585
C 3.23592 4.57457 1.44023 -1.959 0.855 0.445
S -0.00870 -0.51592 -1.13035 0.290 5.179 -3.162
F -5.95883 -4.58357 4.99423 0.485 1.807 0.468
F -4.60167 -5.25940 -3.18827 0.001 0.149 -0.376
H -2.20618 -0.24033 -3.42940 -0.660 0.114 0.177
F -4.78628 -2.75456 5.70061 -1.163 -1.694 -0.847
H -0.20561 -2.57495 2.61437 0.127 0.201 0.033
O -3.56386 -3.62550 -5.64872 -1.269 0.023 0.099
F 2.67816 -0.41463 -1.14250 1.810 -1.843 -0.729
H 7.62460 2.97865 0.67258 -0.272 0.045 0.715
H -1.95137 1.22735 -4.41509 -0.860 0.535 0.483
C 6.20927 -4.44994 4.70708 0.630 -0.475 0.135